No. 1
This record from the Open Molecules 2025 dataset describes a structure of composition C17H24N3O6Pd. The level of theory is ωB97M-V with the def2-TZVPD basis set.

2S+1 ... 3
HOMO (spin up / spin down) ... -11.449 / -11.452 eV
⟨S²⟩ ... 2.0061
Total charge ... +1
Kohn-Sham gap (spin up / spin down) ... 9.6 / 6.9 eV

Last column: Mulliken charge in e.
CARTESIAN COORDINATES (ANGSTROEM)
1 Pd -0.130 -0.367 0.070  0.585
2 C -0.497 1.974 3.557  -1.557
3 C -0.611 1.935 2.048  1.882
4 C -0.871 3.295 1.432  -1.636
5 O -1.637 0.988 1.624  -0.610
6 C 0.581 1.214 1.395  0.426
7 O 0.993 0.149 1.936  -0.609
8 O 0.917 1.550 0.212  -0.583
9 H -1.423 2.352 3.993  0.428
10 H 0.311 2.644 3.852  0.375
11 H -0.286 0.982 3.948  0.388
12 H -1.710 3.780 1.932  0.430
13 H -1.094 3.192 0.372  0.297
14 H 0.006 3.935 1.535  0.367
15 H -2.463 1.170 2.088  0.363
16 N -1.462 0.291 -5.012  -0.586
17 C -2.136 -0.400 -3.918  -0.318
18 C -1.340 -0.221 -2.635  0.752
19 O -1.722 -0.657 -1.561  -0.676
20 O -0.211 0.426 -2.774  -0.471
21 H -2.028 1.021 -5.419  0.208
22 H -1.177 -0.339 -5.748  0.216
23 H -0.190 0.700 -3.730  0.469
24 H -2.215 -1.473 -4.093  0.312
25 H -3.146 -0.032 -3.740  0.325
26 C 4.548 -4.536 0.681  -1.035
27 N 3.765 -3.474 0.073  0.072
28 N 2.403 -3.564 -0.094  0.483
29 C 1.915 -2.329 -0.395  0.835
30 O 0.680 -2.153 -0.689  -0.987
31 C 3.008 -1.438 -0.374  -0.852
32 C 4.120 -2.181 -0.062  0.481
33 C 5.531 -1.752 0.126  -1.558
34 C 1.702 -4.802 -0.178  -0.030
35 C 0.577 -4.989 0.609  -0.359
36 C -0.124 -6.180 0.510  -0.710
37 C 0.307 -7.176 -0.354  -0.435
38 C 1.438 -6.979 -1.136  -0.698
39 C 2.134 -5.784 -1.059  0.190
40 H 3.889 -5.356 0.950  0.396
41 H 5.034 -4.168 1.584  0.390
42 H 5.303 -4.906 -0.012  0.330
43 H 2.948 -0.376 -0.535  0.522
44 H 5.626 -0.696 -0.111  0.373
45 H 6.199 -2.320 -0.521  0.338
46 H 5.854 -1.902 1.158  0.364
47 H 0.261 -4.207 1.286  0.449
48 H -1.005 -6.336 1.118  0.382
49 H -0.237 -8.109 -0.420  0.416
50 H 1.771 -7.750 -1.818  0.387
51 H 3.003 -5.609 -1.681  0.479

No. 2
This record from the Open Molecules 2025 dataset describes a structure of composition C16H13Cl2HfN3O2S2. The level of theory is ωB97M-V with the def2-TZVPD basis set.

HOMO ... -14.288 eV
Total charge ... +2
Kohn-Sham gap ... 6.7 eV

Last column: Mulliken charge in e.
CARTESIAN COORDINATES (ANGSTROEM)
1 Hf -0.248 0.372 0.454  0.612
2 C 2.761 1.441 0.651  -1.700
3 C 2.762 0.259 -0.271  1.289
4 C 3.936 -0.101 -0.936  -0.891
5 C 3.918 -1.167 -1.794  -0.521
6 C 2.731 -1.895 -2.004  0.888
7 C 2.659 -3.006 -2.880  -0.878
8 C 1.475 -3.665 -3.040  -0.776
9 C 0.323 -3.246 -2.339  -0.463
10 C 0.365 -2.180 -1.481  0.644
11 S -1.081 -1.658 -0.591  -0.606
12 C 1.582 -1.493 -1.308  -0.078
13 N 1.617 -0.411 -0.447  -0.200
14 H 3.661 1.448 1.265  0.533
15 H 1.937 1.447 1.382  0.306
16 H 2.700 2.375 0.092  0.326
17 H 4.837 0.467 -0.754  0.489
18 H 4.821 -1.462 -2.317  0.484
19 H 3.547 -3.318 -3.414  0.430
20 H 1.406 -4.515 -3.704  0.416
21 H -0.607 -3.780 -2.489  0.480
22 S -0.450 1.830 2.713  -0.420
23 C -1.865 0.896 2.801  0.579
24 N -2.934 1.226 3.559  0.004
25 C -4.022 0.427 3.657  -0.025
26 C -4.077 -0.729 2.929  -0.896
27 C -2.999 -1.005 2.091  0.279
28 N -1.927 -0.218 2.051  -0.371
29 H -2.899 2.091 4.089  0.282
30 H -4.804 0.772 4.320  0.443
31 H -4.937 -1.378 2.992  0.443
32 H -2.980 -1.867 1.434  0.422
33 Cl -2.360 3.408 -2.782  -0.079
34 C -1.768 3.727 -1.161  0.167
35 Cl -2.985 4.366 -0.067  -0.116
36 C -1.228 2.420 -0.643  1.066
37 O 0.033 2.197 -0.659  -0.516
38 O -1.959 1.491 -0.186  -0.363
39 H -0.943 4.432 -1.215  0.317

Values for energy relative to the best compared isomer or geometry (same formula, charge and spin), eV, ordered as above
0.509; 0.000